{
  "formula": "C5H15GaO3P",
  "method": "ωB97M-V with the def2-TZVPD basis set",
  "symbols": ["C", "C", "O", "C", "C", "O", "Ga", "P", "C", "O", "H", "H", "H", "H", "H", "H", "H", "H", "H", "H", "H", "H", "H", "H", "H"],
  "coordinates": [[2.76, 0.40, 1.28], [2.00, -0.99, 0.86], [0.94, -0.83, -0.15], [1.42, -0.22, -1.39], [0.55, 1.17, -1.60], [-0.90, 0.76, -1.58], [-1.74, 1.49, 0.00], [-3.22, -0.20, 0.79], [-2.18, -1.81, 0.72], [-4.51, -0.23, -0.40], [2.80, 0.55, 2.46], [3.89, 0.27, 0.94], [2.35, 1.36, 0.76], [1.45, -1.37, 1.85], [2.77, -1.86, 0.60], [2.58, -0.07, -1.46], [1.13, -0.93, -2.30], [0.74, 1.69, -2.64], [0.75, 1.92, -0.69], [-2.54, 2.84, -0.33], [-0.61, 1.79, 1.11], [-2.82, -2.79, 0.91], [-1.25, -1.74, 1.43], [-1.74, -1.89, -0.38], [-4.64, 0.70, -0.80]],
  "energy_ha": -2691.27640,
  "multiplicity": 1,
  "orbital_gap_ev": 6.6,
  "charge": -1
}

---

{
  "formula": "C5H12ClI2N5OOsP",
  "method": "ωB97M-V with the def2-TZVPD basis set",
  "symbols": ["I", "I", "Os", "P", "C", "C", "H", "H", "H", "C", "H", "H", "H", "H", "H", "H", "C", "O", "Cl", "N", "N", "N", "C", "N", "N", "H", "H", "H"],
  "coordinates": [[2.64, 2.42, 0.09], [1.24, -2.43, 0.15], [0.43, -0.07, 0.06], [-0.76, -0.07, -1.84], [0.29, 0.00, -3.40], [-1.87, -1.45, -2.16], [-2.59, 1.40, -1.26], [-2.42, 1.23, -3.01], [-1.30, 2.26, -2.12], [-1.85, 1.35, -2.09], [-2.61, -1.52, -1.33], [-2.42, -1.29, -3.06], [-0.42, 0.00, -4.25], [0.93, -0.90, -3.37], [-1.34, -2.37, -2.21], [0.87, 0.94, -3.33], [2.12, 0.16, -1.21], [3.06, 0.17, -1.92], [-1.78, -0.26, 0.98], [0.25, 1.01, 5.26], [0.74, 0.38, 4.14], [1.54, -0.73, 4.22], [1.75, -0.95, 2.93], [1.00, -0.10, 2.13], [0.32, 0.70, 2.93], [-0.60, 1.41, 5.05], [0.38, 0.43, 6.07], [2.39, -1.71, 2.56]],
  "de_lowest_kj_mol": 85.7,
  "s2": 6.043,
  "energy_ha": -2033.05559,
  "multiplicity": 5,
  "orbital_gap_ev": [6.3, 4.5],
  "charge": 3
}